No. 1
One molecule with the formula C40H37N9O5 at a distorted geometry. Source: the OMol25 dataset; level of theory: ωB97M-V/def2-TZVPD.

## Properties
E, eV: -65719.736
E_HOMO, eV: -7.24
Energy relative to the best compared isomer or geometry (same formula, charge and spin), kJ/mol: 37.40

Atoms and positions in Å:
C1 -1.79504 0.23627 5.48388
C2 -1.86081 -0.00032 4.00536
C3 -2.22635 1.04342 3.15316
C4 -2.16169 0.91323 1.75780
C5 -2.66251 2.01445 0.86605
C6 -1.67648 -0.29688 1.24580
N1 -1.26757 -0.38216 -0.12429
C7 -0.40789 0.51268 -0.73768
C8 0.62660 1.24568 -0.00791
C9 1.69250 0.67781 1.14697
C10 1.44778 1.67665 2.29959
C11 3.07226 0.79932 0.46610
C12 3.18441 0.30029 -0.82688
C13 4.42754 0.12176 -1.43390
C14 5.57766 0.46762 -0.72089
C15 5.46050 1.11963 0.51461
C16 4.20074 1.32289 1.10238
O1 0.76583 2.43339 -0.25407
N2 -0.84333 0.65967 -2.02177
C17 -0.88026 1.74271 -2.98204
C18 0.29251 2.21248 -3.61819
C19 1.63315 1.65830 -3.29296
C20 0.20811 3.19559 -4.61022
C21 -1.01668 3.69162 -5.05355
C22 -1.09289 4.72525 -6.14160
C23 -2.17239 3.19550 -4.44847
C24 -2.13628 2.23417 -3.43294
C25 -3.45829 1.79355 -2.89602
N3 -1.76179 -0.37224 -2.29796
C26 -2.04893 -0.91764 -1.14557
C27 -3.02468 -1.97672 -0.93261
C28 -3.01404 -3.04776 -1.85330
C29 -3.77480 -4.17936 -1.58595
C30 -4.60680 -4.21374 -0.45648
C31 -4.69443 -3.10939 0.40610
C32 -3.94186 -1.97148 0.14420
C33 -1.47700 -1.42780 2.06072
C34 -1.07863 -2.74969 1.46488
C35 -1.51682 -1.24001 3.45184
H1 -0.78754 0.02508 5.85849
H2 -2.02484 1.28296 5.69764
H3 -2.50660 -0.39262 6.02637
H4 -2.56252 1.99370 3.57791
H5 -3.39941 1.63661 0.13973
H6 -3.17746 2.75097 1.49975
H7 -1.85736 2.54619 0.33117
H8 1.62568 2.70853 1.96671
H9 0.38121 1.57567 2.56117
H10 2.04125 1.49707 3.20814
H11 2.27298 0.04086 -1.36358
H12 4.46759 -0.33914 -2.42312
H13 6.56438 0.23744 -1.13626
H14 6.35781 1.42893 1.05393
H15 4.09340 1.83361 2.06175
H16 2.36056 1.99938 -4.03941
H17 1.97137 2.01786 -2.31606
H18 1.62718 0.56204 -3.30215
H19 1.12955 3.55829 -5.07193
H20 -2.04970 4.65843 -6.66825
H21 -1.00963 5.74621 -5.74686
H22 -0.28662 4.59059 -6.86992
H23 -3.13871 3.56639 -4.80107
H24 -4.24131 2.27026 -3.50127
H25 -3.58195 0.70896 -2.98031
H26 -3.61505 2.10633 -1.85471
H27 -2.36339 -2.96598 -2.72823
H28 -3.73113 -5.03501 -2.26608
H29 -5.20078 -5.10135 -0.24307
H30 -5.35329 -3.13149 1.27894
H31 -4.02662 -1.07855 0.77055
H32 -0.39385 -3.27156 2.15385
H33 -1.95540 -3.38955 1.29534
H34 -0.56365 -2.59772 0.50613
H35 -1.26488 -2.08606 4.09656
O2 5.26550 -4.43814 1.05499
N4 4.79436 -3.85705 2.04273
O3 5.18302 -4.07918 3.21660
C36 3.77563 -2.81828 1.91505
C37 3.54895 -1.90923 2.95709
C38 2.48266 -1.03170 2.88457
N5 1.96568 -0.68780 4.19986
O4 2.53234 -1.14501 5.22092
O5 0.94991 0.03785 4.31607
C39 1.61523 -0.68261 1.64839
N6 1.96708 -1.79498 0.66978
N7 1.35781 -1.93621 -0.54125
N8 2.00242 -2.87176 -1.18228
N9 3.02057 -3.36053 -0.45620
C40 2.98803 -2.70700 0.72403
H36 4.17520 -1.95094 3.85364
H37 0.58305 -0.82947 2.01001

---

No. 2
C40H38BrN3O3PV as an isolated structure at a distorted geometry. Source: the OMol25 dataset; level of theory: ωB97M-V/def2-TZVPD.

## Properties
Total charge: +3
Spin multiplicity: 2
E, eV: -157703.407
E_HOMO (alpha / beta), eV: -15.67 / -15.67

Atoms and positions in Å:
V1 0.26830 -0.13630 -0.11153
O1 3.59950 -1.26595 1.53893
C1 3.52432 -2.64205 1.57265
C2 4.56363 -3.31193 2.18242
C3 4.54881 -4.69797 2.24004
C4 3.50931 -5.42614 1.67004
C5 2.47611 -4.74780 1.05706
C6 2.45874 -3.34677 1.02889
C7 1.20635 -2.74766 0.51272
O2 1.31353 -1.43681 -0.19277
N1 0.22891 -2.46567 1.55803
N2 -0.31735 -1.20078 1.55985
C8 -1.02104 -0.79841 2.56158
C9 -1.61227 0.49752 2.60917
Br1 -1.19952 1.54124 1.05009
C10 -2.41245 0.93361 3.60163
C11 -3.08877 2.17430 3.87499
C12 -4.17652 2.09549 4.75473
C13 -4.90704 3.22688 5.06650
C14 -4.52794 4.45069 4.53415
C15 -3.42087 4.55255 3.69463
C16 -2.70430 3.42174 3.35926
H1 3.13645 -0.95015 0.75278
H2 5.38404 -2.73854 2.59297
H3 5.37127 -5.21516 2.71660
H4 3.51643 -6.50659 1.69615
H5 1.65854 -5.29771 0.60217
H6 0.77566 -3.41506 -0.22849
H7 0.34660 -2.93224 2.44839
H8 -1.18341 -1.45618 3.41240
H9 -2.59193 0.14782 4.33556
H10 -4.45329 1.13848 5.18167
H11 -5.75298 3.15958 5.73641
H12 -5.08422 5.34222 4.79348
H13 -3.11180 5.51988 3.32329
H14 -1.81089 3.52987 2.75986
C17 2.40996 1.56997 1.22248
C18 2.83330 2.02105 -0.16898
C19 3.76883 3.22354 -0.02107
C20 1.63517 2.39480 -1.03424
C21 2.02203 3.00910 -2.37497
O3 1.22313 2.27712 -3.34645
C22 0.61942 1.27976 -2.78171
N3 0.79054 1.19872 -1.46340
C23 -0.14972 0.42987 -3.69811
C24 0.01020 0.70981 -5.05999
C25 -0.72774 0.02934 -6.01395
C26 -1.65436 -0.91926 -5.61815
C27 -1.81905 -1.20775 -4.26887
C28 -1.06422 -0.56057 -3.30039
P1 -1.41764 -1.08108 -1.59979
C29 -1.23598 -2.86599 -1.55538
C30 -0.46977 -3.51328 -2.52846
C31 -0.28151 -4.88502 -2.45627
C32 -0.84452 -5.61030 -1.41316
C33 -1.58462 -4.96574 -0.42786
C34 -1.77509 -3.59457 -0.49111
C35 -3.13293 -0.59214 -1.34832
C36 -3.40456 0.77996 -1.34072
C37 -4.70911 1.23472 -1.31407
C38 -5.75857 0.32172 -1.30374
C39 -5.49855 -1.03997 -1.34448
C40 -4.18925 -1.50410 -1.37440
H15 3.24672 1.17916 1.79891
H16 1.66754 0.74650 1.24127
H17 1.93895 2.38178 1.78022
H18 3.36959 1.20964 -0.67560
H19 3.22881 4.09153 0.36727
H20 4.24587 3.50567 -0.95875
H21 4.56700 2.99232 0.68305
H22 0.99218 3.07413 -0.46899
H23 3.06159 2.84622 -2.64478
H24 1.76781 4.05809 -2.47890
H25 0.71080 1.46714 -5.37624
H26 -0.58637 0.25417 -7.06234
H27 -2.25257 -1.44005 -6.35462
H28 -2.54991 -1.95406 -3.97770
H29 -0.02787 -2.96081 -3.34787
H30 0.29887 -5.38752 -3.21867
H31 -0.70837 -6.68308 -1.36886
H32 -2.01864 -5.53380 0.38440
H33 -2.33937 -3.10113 0.28961
H34 -2.60011 1.50585 -1.40498
H35 -4.91096 2.29765 -1.31942
H36 -6.78109 0.67513 -1.28648
H37 -6.31534 -1.74891 -1.36855
H38 -4.01561 -2.56630 -1.44310

---

No. 3
C40H38ClN8O5Pb as an isolated structure at a distorted geometry. Source: the OMol25 dataset; level of theory: ωB97M-V/def2-TZVPD.

## Properties
Total charge: -1
E, eV: -82028.184
E_HOMO, eV: -4.58
Energy relative to the best compared isomer or geometry (same formula, charge and spin), kJ/mol: 108.68

Atoms and positions in Å:
Pb1 8.24179 11.29912 17.23158
O1 9.09858 15.04956 19.44606
C1 8.87345 14.18582 18.60421
N1 9.08247 12.89497 18.72096
C2 9.95040 12.34091 19.71633
C3 10.94996 13.07828 20.36282
C4 11.86531 12.50064 21.26000
C5 11.85545 11.14330 21.43408
C6 10.83200 10.35078 20.82043
C7 9.83469 10.98814 19.99051
N2 8.91223 10.24186 19.24422
C8 8.47037 9.03533 19.69851
O2 8.87001 8.37147 20.61333
C9 7.12026 8.53411 18.99272
C10 6.70874 7.18937 19.01398
C11 5.57277 6.83886 18.29666
C12 4.79691 7.84389 17.64965
C13 5.23443 9.17820 17.77311
N3 6.31437 9.54743 18.48459
C14 8.24010 14.64139 17.20138
C15 7.63892 15.92958 17.16610
C16 6.98242 16.35573 16.00962
C17 7.10052 15.58906 14.91164
C18 7.77349 14.37968 14.97859
N4 8.28724 13.88531 16.11319
H1 11.01800 14.07393 20.15306
H2 12.60613 13.07922 21.65515
H3 12.63369 10.71602 21.97869
H4 10.80388 9.28585 20.91843
H5 7.17964 6.44796 19.63721
H6 5.22882 5.78260 18.25982
H7 3.95363 7.60392 17.04373
H8 4.64921 10.01218 17.28717
H9 7.69517 16.53568 18.04294
H10 6.38884 17.24895 15.87026
H11 6.68709 15.86479 13.98207
H12 7.95104 13.74100 14.09567
O3 12.25742 9.60381 16.31732
C19 11.03739 9.79518 16.49828
O4 10.43099 10.90480 16.52724
C20 10.30108 8.48688 16.79215
C21 10.65208 7.60435 17.81136
C22 10.18692 6.31848 17.78564
C23 9.42078 5.85241 16.68994
C24 9.02532 6.80437 15.79244
N5 9.41674 8.08739 15.83430
H13 11.23045 8.03516 18.58752
H14 10.32152 5.60888 18.59783
H15 8.99473 4.87120 16.64893
H16 8.30249 6.54331 14.93915
C25 12.77089 7.29494 10.32257
C26 11.37624 7.79095 10.03187
C27 10.47485 6.72347 9.40716
C28 11.35944 8.97072 9.01101
C29 10.70771 8.22438 11.41470
O5 10.05741 7.06875 11.95143
C30 11.71158 8.83520 12.44504
C31 12.58380 10.08583 12.04208
C32 12.22761 11.44627 12.53882
C33 12.11741 12.57315 11.68600
C34 11.87589 13.83649 12.20102
C35 11.84973 13.99196 13.58066
Cl1 11.54310 15.60985 14.21409
C36 12.05485 12.92479 14.46606
C37 12.21525 11.63772 13.95348
C38 9.57865 9.24776 11.12563
N6 8.67335 9.58799 12.27476
C39 8.69030 10.68638 12.99158
N7 7.76699 10.64788 13.88966
C40 7.20131 9.42626 13.70503
N8 7.73723 8.71740 12.78674
H17 13.21670 6.96853 9.32414
H18 12.73122 6.45489 10.93702
H19 13.45571 8.03642 10.78504
H20 10.67884 6.42506 8.35075
H21 9.47255 7.08615 9.33766
H22 10.35688 5.79893 9.99434
H23 11.80282 8.60749 8.07084
H24 11.75939 9.91199 9.28747
H25 10.35668 9.19183 8.74301
H26 9.25193 7.26797 12.46084
H27 12.36909 8.00557 12.79184
H28 11.10730 9.13433 13.29666
H29 12.75052 10.16623 10.98378
H30 13.57216 9.93730 12.44769
H31 12.05643 12.38092 10.62352
H32 11.73145 14.70599 11.51072
H33 11.91033 13.00790 15.54585
H34 12.36211 10.90836 14.68169
H35 8.95707 8.93963 10.23891
H36 10.00091 10.21414 10.81205
H37 9.48253 11.43751 12.84320
H38 6.32971 8.98990 14.19576

---

No. 4
One molecule with the formula C40H38N2O4 at a distorted geometry. Source: the OMol25 dataset; level of theory: ωB97M-V/def2-TZVPD.

## Properties
E, eV: -53263.362
E_HOMO, eV: -7.33
SMILES: CN(c1ccccc1)c1ccc(C(c2ccc(N(C)c3ccccc3)cc2)C2(Cc3ccccc3)C(=O)OC(C)(C)OC2=O)cc1

Atoms and positions in Å:
C1 -6.27574 3.23062 -4.12726
N1 -6.06259 2.84349 -2.73542
C2 -7.18204 2.50157 -1.97508
C3 -8.44585 2.43988 -2.58850
C4 -9.53463 1.90952 -1.90855
C5 -9.39973 1.48555 -0.57392
C6 -8.15388 1.62280 0.07227
C7 -7.05367 2.10651 -0.62472
C8 -4.73080 2.54423 -2.34087
C9 -4.16572 2.92116 -1.12677
C10 -2.93615 2.42748 -0.68764
C11 -2.13754 1.55907 -1.44011
C12 -1.05351 0.66584 -0.69692
C13 -0.01066 0.27575 -1.75537
C14 0.59701 -0.97636 -1.56418
C15 1.28524 -1.64019 -2.58826
C16 1.36855 -1.12055 -3.88698
N2 1.82571 -1.87557 -4.96815
C17 1.62962 -1.35718 -6.34251
C18 2.12477 -3.25492 -4.82970
C19 1.51851 -4.18375 -5.68124
C20 1.64815 -5.54153 -5.43510
C21 2.45959 -5.99784 -4.38415
C22 3.19715 -5.07455 -3.62347
C23 3.04676 -3.70586 -3.84880
C24 0.89104 0.21418 -4.07340
C25 0.22220 0.85008 -3.02972
C26 -0.68454 0.39501 0.72288
C27 0.75171 0.96701 0.88918
C28 1.19708 1.14064 2.32085
C29 1.85074 0.07012 2.96423
C30 2.38186 0.24525 4.23340
C31 2.36520 1.48957 4.84873
C32 1.80980 2.56524 4.16578
C33 1.26294 2.41856 2.90065
C34 -1.45483 1.28578 1.69765
O1 -1.20544 2.48384 1.75522
O2 -2.50930 0.77675 2.37441
C35 -2.34114 -0.52985 2.99824
C36 -1.43800 -0.44734 4.24808
C37 -3.72384 -1.04848 3.28820
O3 -1.72735 -1.46317 2.04805
C38 -0.56642 -0.97962 1.55772
O4 0.46954 -1.68968 1.53441
C39 -2.65628 1.31022 -2.75419
C40 -3.87905 1.83737 -3.21669
H1 -5.34235 3.65214 -4.48083
H2 -6.55294 2.37692 -4.74204
H3 -7.05712 3.97975 -4.19375
H4 -8.58122 2.74183 -3.61595
H5 -10.50020 1.81032 -2.40992
H6 -10.25931 1.04866 -0.03074
H7 -8.03226 1.33644 1.12282
H8 -6.08802 2.14495 -0.12619
H9 -4.71535 3.63040 -0.48759
H10 -2.56453 2.79569 0.25346
H11 -1.71677 -0.32695 -0.49230
H12 0.58176 -1.50577 -0.61780
H13 1.77266 -2.58130 -2.35372
H14 2.06027 -2.06724 -7.04915
H15 0.56956 -1.21882 -6.58195
H16 2.14558 -0.39921 -6.45290
H17 0.93418 -3.82321 -6.52725
H18 1.13479 -6.25735 -6.07711
H19 2.56126 -7.07689 -4.18096
H20 3.89471 -5.43088 -2.86776
H21 3.62487 -2.98816 -3.27560
H22 1.07251 0.73557 -5.02313
H23 -0.19667 1.85358 -3.24978
H24 1.44732 0.31445 0.32476
H25 0.67337 1.95457 0.37267
H26 1.99320 -0.85986 2.41902
H27 2.84090 -0.61550 4.69929
H28 2.81323 1.63823 5.82636
H29 1.82766 3.55520 4.59955
H30 0.95440 3.29486 2.31498
H31 -0.43080 -0.04568 3.98790
H32 -1.89334 0.20673 5.02241
H33 -1.31599 -1.46451 4.69201
H34 -4.31160 -1.04493 2.37046
H35 -3.68177 -2.07120 3.66893
H36 -4.22544 -0.41392 4.02280
H37 -2.12271 0.74970 -3.54662
H38 -4.20877 1.67986 -4.25347

---

No. 5
C40H39AuClIN3O2SSiTe as an isolated structure at a distorted geometry. Source: the OMol25 dataset; level of theory: ωB97M-V/def2-TZVPD.

## Properties
Spin multiplicity: 2
E, eV: -101000.425
E_HOMO (alpha / beta), eV: -7.25 / -7.28
Energy relative to the best compared isomer or geometry (same formula, charge and spin), kJ/mol: 0.00

Atoms and positions in Å:
Au1 -0.07397 -0.40259 0.45114
Cl1 1.68165 -2.04540 6.97602
C1 1.20957 -2.12891 5.30423
C2 1.20072 -3.33340 4.66215
C3 0.83066 -3.43081 3.31132
I1 0.82178 -5.28946 2.38021
C4 0.47141 -2.32240 2.55869
O1 0.14066 -2.38394 1.30477
C5 0.47636 -1.06265 3.26031
N1 0.08345 0.03312 2.54950
C6 0.01032 1.21188 3.11626
C7 0.36023 1.40613 4.46141
C8 0.77774 0.33649 5.20071
C9 0.83443 -0.95020 4.61897
H1 1.48324 -4.22649 5.20225
H2 -0.32812 2.03401 2.49843
H3 0.30549 2.39803 4.88623
H4 1.06522 0.45716 6.23615
C10 -0.87914 2.47030 -4.93356
Si1 -0.60398 0.66693 -5.33314
C11 -2.08299 0.06107 -6.30899
C12 0.95950 0.46878 -6.33943
C13 -0.44714 -0.50492 -3.83802
C14 -0.61197 -1.85926 -4.10570
C15 -0.57617 -2.82714 -3.10669
C16 -0.38041 -2.41320 -1.81189
N2 -0.18180 -1.12016 -1.52922
C17 -0.20202 -0.18988 -2.48954
S1 0.18502 1.46832 -2.05209
H5 -1.09778 2.98545 -5.87337
H6 -0.00481 2.94131 -4.48515
H7 -1.72261 2.61984 -4.25794
H8 -2.22806 0.69387 -7.18758
H9 -2.99323 0.10818 -5.70785
H10 -1.96771 -0.96461 -6.66295
H11 0.92232 1.08658 -7.23946
H12 1.10276 -0.56837 -6.65033
H13 1.83615 0.76722 -5.75983
H14 -0.79348 -2.17860 -5.12614
H15 -0.70702 -3.87602 -3.32877
H16 -0.35215 -3.08640 -0.96388
C18 5.53944 -0.81414 -3.18755
C19 4.76976 0.13178 -2.30656
C20 4.39214 1.38942 -2.75647
C21 3.68290 2.27672 -1.95423
C22 3.31299 3.61617 -2.53462
C23 3.32835 1.88559 -0.65494
Te1 2.24817 3.24272 0.56417
N3 0.04082 1.65695 -0.35279
C24 -1.29762 2.16590 -0.19009
O2 -2.24735 1.44463 0.02172
C25 -1.46882 3.65557 -0.21367
C26 -2.44299 4.19829 0.62092
C27 -2.65572 5.56709 0.64910
C28 -1.91246 6.40014 -0.17566
C29 -0.96057 5.86190 -1.03000
C30 -0.73184 4.49486 -1.04379
C31 3.94204 4.00738 1.60811
C32 5.13486 3.30108 1.70664
C33 6.22288 3.83155 2.38669
C34 6.12194 5.07771 2.98362
C35 4.92855 5.78088 2.89794
C36 3.82906 5.26155 2.22287
C37 2.54820 6.04946 2.15584
C38 3.71128 0.62477 -0.17485
C39 3.40017 0.11806 1.21154
C40 4.42827 -0.22672 -1.01218
H17 5.74183 -0.37047 -4.16173
H18 4.98298 -1.73965 -3.34605
H19 6.49428 -1.08241 -2.73258
H20 4.66101 1.69388 -3.76257
H21 3.75449 3.73126 -3.52471
H22 3.65695 4.43721 -1.90529
H23 2.22960 3.71720 -2.63439
H24 -3.02964 3.53144 1.23927
H25 -3.40723 5.98352 1.30712
H26 -2.08127 7.46926 -0.15870
H27 -0.39146 6.50749 -1.68621
H28 -0.00037 4.08358 -1.72486
H29 5.23413 2.33370 1.22849
H30 7.14639 3.26933 2.44507
H31 6.96429 5.50139 3.51520
H32 4.84510 6.75515 3.36640
H33 2.61362 6.95076 2.76457
H34 1.69671 5.46616 2.51831
H35 2.31805 6.34623 1.12912
H36 3.16676 0.92123 1.90820
H37 4.24835 -0.44510 1.60416
H38 2.54991 -0.56878 1.18797
H39 4.72299 -1.20108 -0.63463